(1)
{"formula": "C6H16", "method": "wB97M-V/def2-TZVPD", "molar_mass_g_mol": 88.2, "lumo_energy_ev": 1.055, "charge": 0, "e_above_lowest_kcal_mol": 52.8, "smiles": "CC(C)C.CC", "largest_force_ha_per_bohr": 0.105, "species": ["C", "C", "C", "C", "H", "H", "H", "H", "H", "H", "H", "H", "H", "H", "C", "C", "H", "H", "H", "H", "H", "H"], "xyz": [[-0.712345, 0.934803, 0.171719], [-1.574382, 0.713302, 1.478223], [-1.287552, 0.281839, -1.094051], [-0.541562, 2.498268, -0.107882], [0.202250, 0.338381, 0.438008], [-0.904083, 0.060985, 2.034604], [-2.426771, 0.577324, -1.151839], [-0.715851, 0.548490, -1.887689], [-1.153996, -0.858613, -1.192765], [-0.727097, 3.009932, 0.829768], [0.449750, 2.769986, -0.540301], [-2.532289, 0.248001, 1.218840], [-1.631805, 1.710507, 2.049398], [-1.303014, 2.626198, -0.936384], [1.688608, -2.124575, 0.624454], [1.980157, -1.712613, -0.873084], [0.738941, -1.902711, 0.874087], [1.612194, -3.260486, 0.551317], [2.280046, -1.683656, 1.352014], [1.730752, -0.713065, -1.075861], [3.169839, -1.543838, -1.057339], [1.658211, -2.518466, -1.705238]], "forces_ev_per_a": [[0.340, -0.103, 0.631], [1.124, 1.302, -0.621], [-2.912, -2.019, 2.484], [0.054, -2.136, -1.296], [-0.158, 1.273, -0.667], [-0.808, -0.276, 0.646], [2.229, -0.657, -0.421], [1.253, 1.568, -2.743], [-0.653, 1.402, 0.899], [-0.098, 0.524, -0.349], [-0.659, -0.226, 0.418], [0.099, 0.262, 0.541], [-0.436, -1.694, -0.753], [0.641, 0.785, 1.242], [0.859, -3.152, -4.267], [3.411, -1.850, -0.601], [-3.514, 1.152, 0.645], [0.909, 1.295, 0.946], [1.696, 0.324, 1.160], [-1.344, 1.160, -0.569], [-2.446, -1.063, 0.592], [0.416, 2.128, 2.083]], "mulliken_charge": [1.008, -1.074, -1.571, -1.143, -0.162, 0.289, 0.380, 0.498, 0.278, 0.369, 0.282, 0.263, 0.257, 0.283, -0.847, -0.704, 0.251, 0.290, 0.358, 0.206, 0.264, 0.226]}

---

(2)
{"formula": "C8H13NO3SV", "method": "wB97M-V/def2-TZVPD", "molar_mass_g_mol": 254.2, "s_squared": 2.3057, "lumo_energy_ev": [3.227, 3.221], "multiplicity": 3, "charge": -1, "e_above_lowest_kcal_mol": 0.0, "largest_force_ha_per_bohr": 0.123, "species": ["C", "C", "C", "C", "C", "V", "N", "C", "C", "H", "H", "H", "H", "H", "H", "H", "H", "H", "H", "C", "S", "O", "O", "O", "H", "H", "H"], "xyz": [[-1.435842, 0.733715, -2.541360], [-0.079815, 0.383402, -2.282481], [0.421898, 1.212930, -1.217471], [-0.615379, 2.118355, -0.845026], [-1.750554, 1.846877, -1.689792], [-1.251993, 0.122418, -0.527602], [-2.820557, 0.653561, 0.194298], [1.272827, -1.936791, -1.072641], [2.467103, -1.350447, -1.190991], [1.418763, 1.162743, -0.794284], [0.494578, -0.368889, -2.806114], [-0.528896, 2.895466, -0.088946], [-2.664258, 2.426410, -1.732876], [-2.084743, 0.270794, -3.281201], [2.879037, -1.020426, -2.151649], [0.940391, -2.302940, -0.092415], [-3.630990, 0.731190, 0.813147], [3.098747, -1.190853, -0.311393], [0.648974, -2.233605, -1.926680], [0.606637, -0.867301, 3.774127], [0.224398, -0.164696, 2.161034], [-0.687815, 0.972594, 2.394131], [1.511951, 0.196550, 1.560816], [-0.477501, -1.293466, 1.427352], [0.421020, -0.103684, 4.534466], [1.659817, -1.157971, 3.768653], [-0.037793, -1.735943, 3.924908]], "forces_ev_per_a": [[0.493, 1.106, -0.435], [1.105, 0.453, -0.540], [0.425, 0.397, -1.337], [0.368, 0.435, -1.379], [0.829, 0.673, -0.872], [-4.692, -0.262, 4.209], [1.173, -2.744, 0.511], [0.755, -1.038, 0.197], [-0.072, -0.374, -0.058], [-0.360, -0.063, 0.037], [-0.225, 0.241, 0.066], [-0.233, -0.450, -0.106], [0.057, -0.382, 0.338], [0.125, 0.173, 0.285], [-0.238, -0.099, 0.276], [0.019, 0.403, -0.449], [0.206, 0.585, -0.680], [-0.376, 0.122, -0.279], [0.340, 0.357, 0.380], [-0.002, -0.042, -0.069], [-1.185, 0.373, -0.450], [1.244, -1.172, 0.043], [-0.502, -0.291, 0.408], [0.803, 1.594, 0.000], [0.053, -0.150, -0.179], [-0.200, -0.019, 0.029], [0.090, 0.172, 0.053]], "mulliken_charge": [-0.680, -0.475, -0.402, -0.362, -0.435, 0.539, -0.562, -0.490, -0.578, 0.408, 0.660, 0.269, 0.407, 0.355, 0.268, 0.264, 0.084, 0.248, 0.335, -1.085, 1.401, -0.636, -0.657, -0.756, 0.306, 0.300, 0.272]}

---

(3)
{"formula": "C6H9N", "method": "wB97M-V/def2-TZVPD", "molar_mass_g_mol": 95.1, "lumo_energy_ev": [0.047, 0.048], "charge": 0, "e_above_lowest_kcal_mol": 101.7, "largest_force_ha_per_bohr": 0.037, "species": ["C", "C", "C", "C", "C", "C", "N", "H", "H", "H", "H", "H", "H", "H", "H", "H"], "xyz": [[1.253768, 1.301096, 0.248461], [0.611170, -0.054272, -0.121676], [-0.515074, -0.476590, 0.838644], [-1.774745, -0.138533, 0.047124], [-1.093235, -0.208994, -1.311347], [1.621003, -1.049589, -0.386906], [2.421430, -1.864602, -0.595010], [1.968980, 1.692960, -0.483735], [1.815129, 1.158662, 1.189440], [0.501632, 2.072050, 0.445582], [-0.433987, 0.024417, 1.803597], [-0.434142, -1.556744, 0.968961], [-2.558768, -0.892898, 0.196948], [-2.213436, 0.836800, 0.281685], [-1.047079, -1.238277, -1.674743], [-0.122645, 0.394507, -1.447028]], "forces_ev_per_a": [[-0.222, -0.077, -0.226], [-0.090, -0.334, 0.393], [-0.077, -0.143, 0.540], [0.157, 0.099, 0.188], [1.830, 0.072, 0.551], [0.431, -0.788, -0.168], [-0.754, 0.823, 0.148], [-0.233, -0.233, -0.016], [-0.252, -0.092, -0.277], [-0.018, -0.188, -0.133], [0.068, -0.117, 0.261], [-0.132, 0.061, 0.201], [0.235, 0.230, -0.276], [0.176, -0.048, -0.078], [0.334, 0.245, -0.188], [-1.453, 0.492, -0.922]], "mulliken_charge": [-1.483, 0.778, -0.861, -0.489, -0.732, 0.069, -0.490, 0.370, 0.408, 0.370, 0.364, 0.356, 0.300, 0.276, 0.234, 0.531]}

---

Q: Which formula does entry 3 have?
A: C6H9N